Record 1
97
Properties=species:S:1:pos:R:3:mulliken_charge:R:1 method="wB97M-V/def2-TZVPD" multiplicity=1 lumo_energy_ev=-2.8 total_charge=+1 homo_energy_ev=-9.74 orbital_gap_ev=6.96
Sr -0.053 -0.128 0.945 1.707
Br 4.735 0.487 6.334 -0.128
C 3.548 0.439 4.889 -0.332
C 3.866 -0.277 3.750 -1.074
C 2.939 -0.276 2.723 -0.403
N 1.775 0.365 2.773 0.998
C 1.487 1.070 3.873 0.579
C 2.348 1.128 4.958 -0.939
C 0.183 1.819 3.869 0.501
C -0.210 2.586 4.956 -1.077
C -1.406 3.280 4.878 -0.240
Br -1.975 4.324 6.323 -0.129
C -2.175 3.203 3.732 -1.080
C -1.701 2.405 2.706 -0.391
N -0.562 1.721 2.762 1.019
H 4.796 -0.818 3.659 0.489
H 3.143 -0.816 1.806 0.138
H 2.110 1.692 5.845 0.539
H 0.387 2.656 5.850 0.533
H -3.108 3.738 3.635 0.484
H -2.266 2.310 1.786 0.138
C 3.951 -1.680 -3.271 -1.413
N 2.710 -1.018 -2.908 0.489
C 2.400 0.152 -3.706 -0.589
C 2.114 -1.249 -1.700 -1.877
N 1.563 -0.345 -0.931 2.059
C 2.103 0.970 -0.887 -0.143
C 3.466 1.076 -0.736 -0.612
C 4.131 2.307 -0.646 -1.352
C 3.404 3.453 -0.679 -0.969
C 1.990 3.414 -0.774 1.469
C 1.312 4.659 -0.753 -1.001
C -0.043 4.713 -0.787 -1.393
C -0.772 3.517 -0.853 -0.493
C -0.178 2.279 -0.927 -0.190
N -1.041 1.149 -0.919 2.146
C -2.105 1.135 -1.684 -1.739
N -2.193 1.721 -2.915 0.508
C -1.011 1.995 -3.706 -0.596
C -3.393 2.419 -3.340 -1.237
N -3.191 0.418 -1.287 0.466
C -3.511 0.203 0.117 -0.659
C -4.089 -0.221 -2.236 -1.397
C 1.279 2.177 -0.872 -0.636
N 2.022 -2.562 -1.343 0.576
C 1.819 -3.582 -2.371 -1.060
C 1.884 -2.946 0.056 -0.839
H 3.862 -2.203 -4.225 0.359
H 4.240 -2.390 -2.502 0.461
H 4.742 -0.930 -3.365 0.364
H 2.351 -0.139 -4.757 0.463
H 3.152 0.937 -3.591 0.277
H 1.436 0.554 -3.408 -0.088
H 4.041 0.158 -0.697 0.556
H 5.208 2.334 -0.548 0.458
H 3.883 4.420 -0.609 0.450
H 1.906 5.560 -0.686 0.470
H -0.563 5.661 -0.750 0.458
H -1.855 3.556 -0.844 0.583
H -0.210 1.330 -3.394 -0.234
H -0.672 3.030 -3.601 0.253
H -1.236 1.801 -4.756 0.472
H -4.162 2.357 -2.575 0.355
H -3.790 2.010 -4.271 0.363
H -3.155 3.474 -3.502 0.399
H -3.965 1.094 0.561 0.270
H -2.676 -0.116 0.744 0.080
H -4.237 -0.606 0.174 0.451
H -5.073 0.254 -2.255 0.369
H -4.210 -1.268 -1.955 0.487
H -3.661 -0.181 -3.234 0.383
H 2.702 -3.747 -2.990 0.382
H 0.981 -3.322 -3.018 0.357
H 1.586 -4.520 -1.876 0.361
H 2.801 -2.732 0.610 0.174
H 1.723 -4.020 0.095 0.328
H 1.043 -2.500 0.598 0.435
F -1.673 -2.921 5.762 -0.362
C -1.726 -2.977 4.416 0.230
C -1.143 -1.978 3.659 -1.072
C -1.179 -2.015 2.263 1.356
C -1.841 -3.101 1.647 -0.550
C -2.416 -4.078 2.460 0.919
F -3.068 -5.146 1.930 -0.363
C -2.376 -4.048 3.839 -0.800
C -1.887 -3.142 0.151 -0.906
C -2.499 -4.153 -0.606 -0.673
C -2.479 -4.096 -1.985 -1.107
C -1.849 -3.037 -2.622 -1.438
C -1.267 -2.079 -1.814 -0.792
N -1.284 -2.116 -0.485 1.932
H -0.657 -1.172 4.202 0.409
H -2.836 -4.830 4.424 0.513
H -2.982 -4.973 -0.108 0.775
H -2.955 -4.881 -2.559 0.462
H -1.805 -2.952 -3.699 0.617
H -0.750 -1.226 -2.243 0.508

Record 2
41
Properties=species:S:1:pos:R:3:mulliken_charge:R:1 method="wB97M-V/def2-TZVPD" smiles="CC(C)[C@H](c1nc2ccccc2o1)n1cc(/C=C/C(=O)NO)nn1" multiplicity=1 lumo_energy_ev=-0.2 homo_energy_ev=-8.92 orbital_gap_ev=8.73
O 6.554 0.165 3.246 -0.607
N 2.904 1.829 -1.142 -0.722
N 1.699 1.560 -1.420 -0.386
N -1.857 -0.769 0.943 -0.701
O -1.441 1.448 0.895 -0.367
O 8.799 -0.174 1.428 -0.435
C 6.405 0.326 2.033 0.140
C -1.249 0.223 0.336 0.473
C 3.214 1.064 -0.066 0.161
C 2.074 0.634 0.475 -0.324
C 5.048 0.458 1.566 0.301
C 4.619 0.957 0.324 -0.725
C -4.176 0.269 3.725 -0.446
C -3.837 1.639 3.624 -0.413
C -3.602 -0.665 2.940 -0.903
C -2.894 2.135 2.667 -1.009
C -2.679 -0.224 1.916 0.444
C -2.314 1.175 1.831 0.847
N 7.417 0.188 1.100 -0.050
N 1.033 0.866 -0.469 0.906
C -1.448 1.637 -2.285 -1.460
C -2.080 -0.739 -2.198 -1.255
C -0.910 0.248 -2.029 0.017
C -0.178 0.017 -0.670 0.182
H 8.914 -0.776 2.200 0.347
H 1.864 0.015 1.284 0.483
H 4.277 0.238 2.345 0.306
H 5.443 1.257 -0.338 0.310
H -4.907 -0.019 4.466 0.384
H -4.279 2.365 4.281 0.390
H -3.608 -1.664 3.223 0.418
H -2.577 3.132 2.603 0.482
H 7.208 0.604 0.184 0.205
H -0.659 2.386 -2.185 0.354
H -2.152 1.899 -1.553 0.362
H -1.953 1.819 -3.295 0.350
H -2.147 -0.846 -3.304 0.444
H -1.805 -1.825 -1.847 0.244
H -2.966 -0.242 -1.719 0.309
H -0.188 0.093 -2.736 0.716
H 0.130 -1.007 -0.683 0.231

Record 3
89
Properties=species:S:1:pos:R:3:mulliken_charge:R:1 method="wB97M-V/def2-TZVPD" multiplicity=2 lumo_energy_ev="3.8 / 3.8" total_charge=-2 s2=0.78 homo_energy_ev="-0.63 / -2.18" orbital_gap_ev="4.48 / 6.02"
Ru 0.227 -0.125 0.024 -1.325
O 0.676 1.924 0.015 -0.175
C 0.894 2.684 0.938 -0.522
C 0.987 2.442 2.378 2.186
C 1.060 3.632 3.099 -0.814
C 1.044 3.662 4.493 -1.028
C 0.867 2.435 5.180 -0.575
C 0.855 1.253 4.468 -0.726
C 0.985 1.213 3.080 -0.372
O 1.099 -0.024 2.529 0.583
N 1.211 4.851 5.172 0.827
O 1.208 4.822 6.457 -0.803
O 1.361 5.941 4.502 -0.798
H 1.009 3.745 0.668 0.233
H 1.133 4.575 2.573 0.503
H 0.773 2.455 6.255 0.487
H 0.762 0.304 4.987 0.351
C 4.337 1.701 -4.617 -0.480
C 4.377 0.318 -4.595 -0.694
C 3.477 -0.400 -3.808 -0.101
C 2.521 0.266 -3.062 0.291
C 2.512 1.664 -3.053 -0.492
C 3.409 2.378 -3.832 -0.619
P 1.214 -0.554 -2.080 2.838
C 1.469 -2.346 -2.402 -0.129
C 0.597 -3.112 -3.171 -0.620
C 0.821 -4.475 -3.348 -0.649
C 1.915 -5.090 -2.761 -0.511
C 2.784 -4.339 -1.981 -0.667
C 2.558 -2.982 -1.802 -0.215
C -0.216 -0.191 -3.195 -0.414
C -0.131 -0.284 -4.561 -0.008
C -1.275 -0.083 -5.367 -0.879
C -2.472 0.221 -4.783 -0.792
C -2.586 0.361 -3.379 0.919
C -3.808 0.726 -2.769 -0.837
C -3.846 0.919 -1.418 -1.004
C -2.689 0.739 -0.616 -0.283
C -1.466 0.317 -1.122 0.633
C -1.438 0.147 -2.556 -0.499
H 5.026 2.255 -5.243 0.348
H 5.101 -0.213 -5.201 0.390
H 3.506 -1.484 -3.802 0.372
H 1.782 2.180 -2.436 0.350
H 3.382 3.460 -3.832 0.401
H -0.275 -2.654 -3.618 0.376
H 0.118 -5.056 -3.933 0.401
H 2.077 -6.153 -2.892 0.308
H 3.627 -4.815 -1.493 0.387
H 3.237 -2.405 -1.190 0.385
H 0.815 -0.528 -5.034 0.456
H -1.196 -0.174 -6.445 0.398
H -3.356 0.374 -5.397 0.326
H -4.693 0.860 -3.385 0.318
H -4.782 1.202 -0.943 0.406
H -2.786 0.924 0.445 0.283
S -2.067 -0.453 2.637 -0.439
C -1.592 -1.962 3.115 0.463
N -0.233 -2.179 3.251 0.423
C 0.303 -3.368 3.481 0.130
C -0.503 -4.431 3.733 -0.745
C -1.887 -4.165 3.721 0.010
N -2.428 -3.022 3.441 -0.612
H 0.345 -1.349 3.029 -0.108
H 1.384 -3.425 3.453 0.397
H -0.105 -5.420 3.893 0.400
H -2.588 -4.968 3.951 0.383
C 4.224 -0.251 0.323 -1.784
C 3.491 -0.007 1.635 2.762
C 3.845 1.407 2.107 -2.080
C 4.025 -0.983 2.703 -1.819
C 1.999 -0.318 1.379 -0.616
H 5.302 -0.090 0.451 0.534
H 3.857 0.423 -0.457 0.226
H 4.078 -1.278 -0.016 0.245
H 4.938 1.492 2.151 0.625
H 3.456 1.635 3.100 0.302
H 3.482 2.169 1.416 0.237
H 5.051 -0.737 3.010 0.450
H 4.018 -2.009 2.319 0.354
H 3.389 -0.942 3.593 0.202
H 1.965 -1.413 1.347 0.180
N -0.328 -2.026 -0.025 -0.120
C -0.684 -3.120 -0.090 0.519
C -1.037 -4.499 -0.163 0.548
C -0.090 -5.491 0.208 -0.220
N 0.682 -6.305 0.510 -0.751
C -2.301 -4.920 -0.668 -0.152
N -3.312 -5.289 -1.096 -0.669

Record 4
11
Properties=species:S:1:pos:R:3:mulliken_charge:R:1 method="wB97M-V/def2-TZVPD" smiles="C#C/C(C)=[NH+]/[O-]" multiplicity=1 lumo_energy_ev="0.5 / 0.5" homo_energy_ev="-8.52 / -8.53" orbital_gap_ev="9.00 / 9.00"
C -0.952 -1.004 0.265 -1.034
C -0.102 0.173 -0.060 0.203
N -0.720 1.280 -0.386 0.189
O -1.964 1.451 -0.442 -0.663
C 1.320 0.130 -0.012 -0.587
C 2.508 -0.051 0.072 0.307
H -1.919 -0.859 -0.219 0.356
H -0.476 -1.923 -0.078 0.315
H -1.120 -1.068 1.344 0.257
H -0.138 2.087 -0.631 0.236
H 3.562 -0.216 0.148 0.421

Record 5
24
Properties=species:S:1:pos:R:3:mulliken_charge:R:1 method="wB97M-V/def2-TZVPD" smiles=O.O.O.O.O.O.O.O multiplicity=1 lumo_energy_ev=-0.2 homo_energy_ev=-10.56 orbital_gap_ev=10.38
O 9.872 -9.528 -1.980 -0.704
H 10.424 -8.902 -2.470 0.337
H 9.790 -10.291 -2.567 0.330
O 9.989 -10.740 1.867 -0.628
H 9.254 -10.447 1.298 0.394
H 9.654 -10.659 2.765 0.305
O 5.787 -12.195 -0.378 -0.577
H 5.285 -12.938 -0.024 0.301
H 5.525 -12.141 -1.305 0.261
O 8.121 -7.268 1.475 -0.631
H 7.917 -8.153 1.133 0.363
H 8.618 -7.425 2.284 0.307
O 5.013 -11.240 2.721 -0.625
H 4.089 -11.067 2.511 0.313
H 5.467 -10.415 2.514 0.314
O 7.992 -7.671 -2.931 -0.643
H 7.870 -7.968 -3.839 0.292
H 8.507 -8.382 -2.494 0.395
O 7.713 -13.835 1.851 -0.587
H 7.181 -13.404 1.173 0.301
H 7.488 -14.769 1.784 0.308
O 7.714 -9.900 0.252 -0.714
H 7.093 -10.635 0.374 0.295
H 8.052 -10.012 -0.646 0.294

Record 6
11
Properties=species:S:1:pos:R:3:mulliken_charge:R:1 method="wB97M-V/def2-TZVPD" smiles="C1=CCC=C1" multiplicity=1 lumo_energy_ev=1.2 homo_energy_ev=-8.50 orbital_gap_ev=9.68
C 1.138 -0.227 0.061 -0.139
C 0.010 -1.147 -0.007 -0.580
C -1.183 -0.569 -0.021 -0.322
C -0.930 0.883 0.044 -0.316
C 0.397 1.090 -0.085 -0.665
H 1.625 -0.086 1.090 0.234
H 1.741 -0.421 -0.892 0.238
H 0.244 -2.176 -0.112 0.405
H -2.201 -1.014 0.013 0.357
H -1.706 1.596 0.079 0.432
H 0.866 2.071 -0.169 0.357

Per-record energy above the lowest of the compared OMol25 structures with the same formula, charge and spin, kJ/mol: 0.0, 569.9, 268.0, 368.9, 222.8, 57.2